1.
{
  "formula": "C9H15HgN2",
  "method": "ωB97M-V/def2-TZVPD",
  "energy_ha": -614.778651,
  "relative_energy_kj_mol": 31.0,
  "e_homo_ev": [-6.7, -8.2],
  "fmax_ev_per_a": 0.6,
  "multiplicity": 2,
  "gap_ha": [0.2797, 0.2917],
  "elements": ["Hg", "N", "C", "C", "C", "N", "H", "H", "H", "H", "H", "H", "H", "H", "H", "H", "C", "C", "C", "C", "C", "C", "H", "H", "H", "H", "H"],
  "xyz": [[0.425637, -0.292352, -1.061010], [-1.963707, -1.872038, 0.147631], [-3.008137, -1.305371, 1.005966], [-3.571857, 0.007688, 0.444174], [-2.879706, 1.267320, 0.977129], [-1.664612, 1.587778, 0.223212], [-2.372391, -2.273769, -0.687892], [-1.480442, -2.621434, 0.627647], [-2.559772, -1.114075, 1.982681], [-3.834670, -2.011719, 1.157788], [-4.632814, 0.065173, 0.695252], [-3.484446, -0.008980, -0.645558], [-2.590498, 1.099166, 2.016094], [-3.599304, 2.096218, 0.963422], [-1.080461, 2.227533, 0.745836], [-1.900992, 2.031562, -0.655192], [5.695200, 0.597793, -0.064294], [4.786273, 0.855104, 0.951921], [3.429598, 0.612361, 0.753077], [3.011008, 0.115145, -0.462434], [3.900510, -0.160329, -1.479304], [5.255583, 0.083601, -1.276077], [6.748569, 0.796309, 0.088125], [5.130731, 1.241902, 1.903383], [2.728855, 0.816116, 1.554793], [3.563549, -0.558596, -2.429209], [5.962698, -0.128506, -2.068763]],
  "forces_ev_per_angstrom": [[0.6, 0.1, 0.1], [0.0, 0.0, 0.1], [-0.1, 0.0, -0.2], [0.2, 0.0, 0.3], [-0.1, 0.0, -0.2], [0.0, -0.1, 0.2], [0.0, 0.0, 0.0], [0.0, 0.0, 0.0], [0.0, 0.0, 0.0], [0.0, 0.0, 0.1], [0.0, 0.0, 0.0], [-0.1, 0.0, 0.0], [-0.1, 0.1, 0.0], [0.0, 0.0, 0.1], [0.0, 0.1, -0.1], [0.1, 0.0, 0.0], [0.1, 0.0, 0.0], [0.0, 0.0, 0.0], [-0.1, 0.0, 0.1], [-0.5, -0.1, -0.1], [-0.1, 0.0, -0.1], [0.0, 0.0, 0.0], [0.0, 0.0, 0.0], [0.0, 0.0, 0.0], [0.0, 0.0, 0.0], [0.0, 0.0, 0.0], [0.0, 0.0, 0.0]],
  "lowdin_charge": [0.57, -0.07, -0.29, -0.20, -0.30, -0.06, 0.06, 0.06, 0.10, 0.10, 0.10, 0.11, 0.10, 0.10, 0.06, 0.05, -0.11, -0.11, -0.17, -0.26, -0.18, -0.11, 0.10, 0.10, 0.08, 0.08, 0.10]
}

2.
{
  "formula": "C3H8BaO2",
  "method": "ωB97M-V/def2-TZVPD",
  "energy_ha": -294.757824,
  "e_homo_ev": [-12.9, -13.0],
  "fmax_ev_per_a": 1.0,
  "charge": 1,
  "multiplicity": 2,
  "gap_ha": [0.3202, 0.3247],
  "elements": ["H", "O", "C", "C", "O", "C", "Ba", "H", "H", "H", "H", "H", "H", "H"],
  "xyz": [[-0.160867, 3.661685, 3.445531], [-0.208948, 0.903404, 1.714790], [-0.230139, 1.357751, 0.381674], [0.363985, 0.316204, -0.556532], [-0.238262, -0.950482, -0.238136], [0.084651, -2.000271, -1.146858], [-0.792460, -1.148495, 2.185009], [0.360239, 2.282871, 0.289135], [-1.257868, 1.596197, 0.063293], [1.452353, 0.222256, -0.418024], [0.149514, 0.561766, -1.606144], [-0.409453, -2.909791, -0.791031], [-0.285341, -1.742899, -2.147682], [1.172596, -2.150197, -1.175026]],
  "forces_ev_per_angstrom": [[0.0, 0.0, 0.0], [0.0, -0.1, -0.5], [0.2, 0.3, 0.2], [0.3, 0.4, -0.2], [-0.1, -0.1, -0.2], [0.2, 0.1, -0.3], [-0.2, -0.3, 0.9], [-0.1, -0.2, -0.1], [0.1, 0.0, 0.0], [-0.2, 0.0, 0.0], [0.1, 0.0, 0.2], [0.1, 0.1, -0.1], [0.1, -0.2, 0.2], [-0.2, 0.0, -0.1]],
  "lowdin_charge": [0.06, -0.72, -0.35, -0.20, -0.50, -0.08, 1.96, 0.12, 0.12, 0.14, 0.14, 0.09, 0.11, 0.11]
}

3.
{
  "formula": "C40H56AsFeN2O2PS",
  "method": "ωB97M-V/def2-TZVPD",
  "energy_ha": -6056.438293,
  "relative_energy_kj_mol": 40.8,
  "e_homo_ev": [-13.6, -13.6],
  "fmax_ev_per_a": 0.8,
  "charge": 2,
  "gap_ha": [0.3161, 0.3161],
  "elements": ["Fe", "C", "C", "N", "C", "C", "S", "C", "C", "N", "H", "H", "H", "H", "H", "H", "H", "H", "H", "H", "H", "H", "H", "H", "C", "C", "C", "C", "C", "C", "C", "O", "C", "C", "C", "H", "H", "H", "H", "H", "H", "H", "H", "H", "H", "H", "H", "C", "C", "As", "C", "C", "C", "C", "H", "H", "H", "H", "H", "H", "H", "H", "H", "H", "H", "H", "H", "H", "H", "O", "P", "C", "C", "C", "C", "C", "C", "C", "C", "C", "C", "C", "C", "C", "C", "C", "C", "C", "C", "H", "H", "H", "H", "H", "H", "H", "H", "H", "H", "H", "H", "H", "H", "H"],
  "xyz": [[0.366307, 0.667158, -0.557765], [0.728534, 1.741355, 2.121443], [0.485060, 2.914667, 1.194925], [0.944839, 2.596013, -0.177340], [2.378391, 2.886967, -0.414604], [3.301800, 1.838065, 0.173316], [2.711071, 0.170590, -0.266680], [2.594846, -0.600394, 1.386374], [1.170815, -0.661405, 1.937152], [0.356647, 0.468331, 1.445574], [0.152542, 1.860885, 3.041299], [1.773714, 1.677490, 2.413179], [0.975430, 3.813257, 1.578058], [-0.581011, 3.119200, 1.131542], [0.403452, 3.178204, -0.810984], [2.639138, 3.879618, -0.036774], [2.536065, 2.903487, -1.488260], [3.404501, 1.915279, 1.252287], [4.299378, 1.965707, -0.245064], [3.265269, -0.036443, 2.032862], [3.016238, -1.602225, 1.316571], [1.189275, -0.687402, 3.030435], [0.688491, -1.574243, 1.606708], [-0.609894, 0.284137, 1.707088], [1.858732, -7.796261, -2.214529], [1.419023, -6.447766, -1.734092], [2.129680, -5.299024, -2.072843], [1.748070, -4.044798, -1.634037], [2.637123, -2.877708, -1.950622], [0.576781, -3.932556, -0.842669], [0.006140, -2.663962, -0.470007], [0.363392, -1.542224, -0.847473], [-0.128627, -5.098891, -0.444337], [-1.333844, -5.066576, 0.463788], [0.304384, -6.326131, -0.905975], [2.660172, -7.720895, -2.946165], [1.025846, -8.337654, -2.664132], [2.217889, -8.396671, -1.376422], [3.019783, -5.392739, -2.683492], [3.457731, -3.194257, -2.592120], [3.073056, -2.477421, -1.032844], [2.108778, -2.054906, -2.423557], [-0.865865, -2.725275, 0.198214], [-1.131102, -4.551994, 1.404467], [-1.631480, -6.083017, 0.711214], [-2.193071, -4.580938, -0.001143], [-0.234344, -7.219525, -0.613112], [1.001434, -1.494662, -5.047701], [1.031603, 0.005139, -4.779206], [-0.137167, 0.616503, -3.314069], [-1.853296, -0.069243, -4.022597], [-3.022098, 0.905841, -4.001168], [-0.325689, 2.477775, -3.941759], [0.957673, 3.287002, -3.880183], [1.552431, -1.725602, -5.959749], [-0.016971, -1.858911, -5.191037], [1.446465, -2.075905, -4.241932], [0.673726, 0.547401, -5.657006], [2.042971, 0.353485, -4.567331], [-2.118224, -0.960845, -3.462828], [-1.633567, -0.397269, -5.039458], [-3.278474, 1.213186, -2.986046], [-3.904366, 0.426906, -4.428036], [-2.828669, 1.805704, -4.581471], [-1.122441, 2.938297, -3.356168], [-0.674380, 2.439324, -4.975280], [1.342879, 3.329516, -2.866125], [0.803321, 4.310390, -4.222569], [1.741162, 2.853088, -4.503135], [-1.528328, 1.419280, -0.445313], [-2.940334, 1.245512, 0.096366], [-3.870893, 2.715533, -0.336520], [-3.279724, 3.643220, -1.191090], [-3.956917, 4.802910, -1.537619], [-5.225178, 5.041367, -1.029474], [-5.812241, 4.129486, -0.160813], [-5.136834, 2.973430, 0.191931], [-3.760185, -0.247956, -0.459170], [-3.024872, -1.206048, -1.138286], [-3.631040, -2.382293, -1.564340], [-4.971690, -2.607504, -1.298386], [-5.710669, -1.654330, -0.604054], [-5.110514, -0.480419, -0.184858], [-2.932321, 1.145562, 1.898210], [-2.973858, -0.089873, 2.548929], [-2.857238, -0.156092, 3.930684], [-2.714200, 1.010115, 4.671557], [-2.690702, 2.244320, 4.032957], [-2.799585, 2.313070, 2.652432], [-2.292593, 3.446982, -1.588219], [-3.495121, 5.518661, -2.204585], [-5.756232, 5.943779, -1.301394], [-6.793978, 4.323956, 0.249060], [-5.593677, 2.297694, 0.903927], [-1.983898, -1.025436, -1.361098], [-3.054808, -3.110563, -2.123049], [-5.448260, -3.519096, -1.633983], [-6.758315, -1.824498, -0.396302], [-5.704956, 0.245492, 0.352759], [-3.112642, -1.003333, 1.981397], [-2.902200, -1.115542, 4.428900], [-2.640642, 0.959740, 5.749920], [-2.603597, 3.153579, 4.612966], [-2.806089, 3.280967, 2.162998]],
  "forces_ev_per_angstrom": [[0.5, -0.6, -0.2], [0.0, -0.1, 0.0], [0.0, 0.1, 0.0], [-0.1, 0.0, -0.1], [-0.1, 0.0, 0.0], [0.1, 0.1, 0.0], [-0.3, 0.0, -0.1], [0.1, 0.0, 0.0], [0.0, 0.0, -0.1], [0.0, 0.1, 0.4], [0.0, 0.0, 0.0], [0.0, 0.0, 0.0], [0.0, 0.0, 0.0], [0.0, 0.0, 0.0], [0.0, 0.0, 0.0], [0.0, 0.0, 0.0], [0.0, 0.0, -0.1], [0.0, 0.0, 0.0], [0.0, 0.0, 0.0], [0.0, 0.0, 0.0], [0.0, 0.0, 0.0], [0.1, 0.1, 0.0], [0.0, 0.0, 0.0], [0.0, -0.1, -0.1], [0.0, 0.0, 0.0], [0.0, 0.0, 0.0], [0.0, 0.0, 0.0], [0.0, 0.0, 0.0], [0.0, 0.0, 0.0], [0.0, 0.1, 0.0], [-0.2, 0.1, 0.0], [0.0, 0.3, 0.0], [0.0, 0.0, 0.0], [0.0, 0.0, 0.0], [0.0, 0.0, 0.0], [0.0, 0.0, 0.0], [0.0, 0.0, 0.0], [0.0, 0.0, 0.0], [0.0, 0.0, 0.0], [0.0, 0.0, 0.0], [0.0, 0.0, 0.0], [0.0, 0.0, 0.1], [0.0, 0.0, 0.0], [0.0, 0.0, 0.0], [0.0, 0.0, 0.0], [0.0, 0.0, 0.0], [0.0, 0.0, 0.0], [0.0, -0.1, 0.0], [0.0, -0.1, 0.2], [0.1, 0.7, 0.2], [0.1, -0.1, 0.1], [0.0, 0.0, 0.1], [0.0, -0.1, -0.1], [0.1, 0.0, 0.0], [0.0, 0.0, 0.0], [0.0, 0.0, 0.0], [0.0, 0.0, 0.0], [0.0, 0.0, 0.0], [0.0, 0.0, 0.0], [0.1, -0.1, -0.1], [0.0, 0.1, 0.0], [0.0, 0.0, 0.0], [0.0, 0.0, 0.0], [0.0, 0.0, 0.0], [0.0, 0.0, 0.0], [-0.1, -0.1, 0.0], [0.0, 0.1, 0.1], [0.0, 0.0, 0.0], [0.0, 0.0, 0.0], [-0.2, -0.6, -0.2], [0.2, 0.3, 0.2], [0.0, 0.0, 0.1], [0.0, 0.0, -0.1], [0.0, 0.0, 0.0], [0.0, 0.0, 0.0], [0.0, 0.0, 0.0], [0.0, 0.0, 0.0], [-0.1, 0.1, 0.0], [0.0, -0.1, -0.1], [0.1, 0.0, 0.0], [0.0, 0.0, 0.0], [0.0, 0.0, 0.0], [0.0, 0.0, 0.0], [-0.1, 0.0, 0.0], [0.0, 0.0, 0.0], [0.0, 0.0, 0.0], [0.0, 0.0, 0.0], [0.0, 0.0, 0.0], [0.0, 0.0, 0.0], [0.0, 0.0, 0.0], [0.0, 0.0, 0.0], [0.0, 0.0, 0.0], [0.0, 0.0, 0.0], [0.0, 0.0, 0.0], [0.1, 0.1, 0.1], [0.0, 0.0, 0.0], [0.0, 0.0, 0.0], [0.0, 0.0, 0.0], [0.0, 0.0, 0.0], [0.0, 0.0, 0.0], [0.0, 0.0, 0.0], [0.0, 0.0, 0.0], [0.0, 0.0, 0.0], [0.0, 0.0, 0.0]],
  "lowdin_charge": [0.28, -0.13, -0.14, -0.12, -0.23, -0.37, 0.99, -0.35, -0.21, -0.11, 0.13, 0.11, 0.14, 0.10, 0.12, 0.14, 0.10, 0.08, 0.10, 0.08, 0.09, 0.14, 0.10, 0.10, -0.02, -0.22, 0.01, -0.17, -0.04, -0.10, -0.17, -0.13, -0.19, -0.03, 0.01, 0.08, 0.09, 0.10, 0.13, 0.10, 0.06, 0.04, 0.12, 0.09, 0.09, 0.07, 0.13, -0.15, -0.41, 1.27, -0.39, -0.14, -0.42, -0.15, 0.08, 0.06, 0.04, 0.08, 0.07, 0.03, 0.07, 0.05, 0.09, 0.06, 0.04, 0.08, 0.02, 0.09, 0.07, -0.40, 0.86, -0.28, -0.08, -0.05, -0.05, -0.05, -0.07, -0.28, -0.11, -0.07, -0.04, -0.04, -0.05, -0.28, -0.08, -0.05, -0.05, -0.06, -0.08, 0.08, 0.11, 0.12, 0.12, 0.11, 0.06, 0.12, 0.12, 0.12, 0.10, 0.11, 0.12, 0.12, 0.12, 0.12]
}